No. 1
A 6-piece molecular cluster, C20H60BF4N5O5 overall, computed with wB97M-V/def2-TZVPD.

ORCA input file:
```
! wB97M-V def2-TZVPD RIJCOSX def2/J DEFGRID3
* xyz 3 2
F 0.491 19.805 20.501
C 0.190 17.140 18.047
C -0.728 20.169 16.060
C -3.511 17.688 24.701
H -3.333 21.864 22.030
O 2.157 16.619 24.423
H -0.323 23.471 20.491
H -0.077 20.558 15.277
F 2.583 19.574 19.970
H 0.265 16.360 17.290
H -2.748 23.997 19.939
F 1.221 20.896 18.535
C 1.530 17.933 24.243
H -4.240 17.590 25.504
H -0.756 19.101 18.519
C -4.732 22.208 18.188
H -0.725 20.958 16.813
N 3.466 18.485 22.909
H -5.942 17.383 23.451
O -3.765 21.448 18.860
C -2.871 17.337 22.267
H -2.209 19.369 20.797
H -2.148 22.604 18.237
H 4.240 19.099 22.699
H -2.750 16.296 22.568
H 0.980 15.250 23.383
H 2.786 20.833 24.949
B 1.537 20.481 19.851
C -2.502 23.023 20.364
H -5.653 21.671 17.959
H -3.794 23.425 22.048
H 4.313 21.894 15.806
C 2.385 20.378 24.043
H -0.467 17.186 20.159
H 2.905 20.886 23.230
N -5.134 17.056 22.941
N -3.589 22.644 21.442
H -4.916 23.090 18.801
H -3.257 18.837 19.310
C -0.716 18.425 17.665
H -2.946 16.761 24.796
H 5.482 19.635 19.321
H -3.868 19.482 20.844
H 0.257 15.774 19.738
H 2.919 18.309 22.079
H -1.761 20.028 15.743
H 5.777 18.774 17.798
H -1.378 16.121 19.032
C 2.924 19.702 14.865
H -4.410 22.423 20.897
C -3.089 18.873 20.386
H 2.963 20.365 14.001
H 1.916 19.292 14.795
H 3.498 18.771 24.852
O -0.121 18.935 16.524
C 4.476 20.911 16.247
C -3.924 17.893 23.177
H 1.979 17.859 17.357
H 5.167 20.306 15.659
N 1.653 17.572 18.269
H 2.222 16.811 18.611
C 2.700 18.844 24.114
C 5.106 19.463 18.313
H 4.095 19.065 18.406
C -2.464 22.067 19.131
H -1.255 24.074 21.713
H -0.888 22.273 21.619
H -1.704 18.187 17.270
H 3.682 18.950 14.648
H -2.904 18.531 25.032
H 1.766 18.306 18.953
H -1.912 17.752 22.577
C 5.025 20.885 17.627
H 6.009 21.354 17.616
C -1.185 23.180 21.092
H 3.925 22.639 18.009
O 3.130 20.311 16.153
H 0.889 15.243 25.293
H 3.340 21.167 18.713
H -4.836 16.101 23.078
H 0.761 17.972 23.471
H -4.276 18.885 22.895
H 4.791 21.969 19.243
H -1.819 21.233 19.406
F 1.840 21.597 20.693
C -0.399 16.523 19.296
C 1.430 15.415 24.362
O -3.237 17.543 20.923
H 1.318 20.597 24.067
H 3.904 17.633 23.231
H -4.305 22.538 17.241
H -5.504 17.104 22.003
H 0.948 18.143 25.140
H 2.232 14.679 24.313
N 4.114 21.786 18.517
*
```

## Properties
- Highest occupied orbital energy (alpha / beta): -9.266 / -16.360 eV

***

No. 2
C45H93KN2O15S6 as an isolated structure, computed with wB97M-V/def2-TZVPD.

ORCA input file:
```
! wB97M-V def2-TZVPD RIJCOSX def2/J DEFGRID3
* xyz 0 1
H -10.109 -6.789 -15.478
O -16.902 -5.658 -19.917
H -6.156 -8.180 -22.498
C -4.190 -9.721 -14.226
H -3.190 -5.874 -22.764
H -7.073 -12.113 -21.298
N -5.799 -8.695 -16.361
H -11.729 -13.797 -23.273
H -8.783 -7.398 -20.901
H -7.877 -7.941 -26.106
C -15.083 -6.868 -18.315
H -10.788 -12.745 -25.232
C -10.983 -8.205 -19.252
H -5.292 -5.876 -14.391
H -3.736 -8.223 -18.031
C -12.922 -12.529 -24.658
S -11.753 -8.533 -15.003
C -13.567 -13.442 -22.383
H -14.611 -9.470 -23.459
O -7.376 -11.090 -23.710
H -3.835 -8.881 -20.649
H -8.589 -6.639 -27.056
S -10.095 -7.466 -25.403
H -13.484 -7.863 -13.513
O -12.750 -10.155 -24.861
H -13.948 -11.968 -20.930
H -6.310 -9.604 -13.713
H -8.868 -13.144 -20.015
C -8.583 -4.958 -17.509
C -7.811 -6.132 -24.997
C -11.787 -12.760 -25.664
H -4.795 -6.356 -15.992
O -17.696 -6.528 -17.730
H -5.388 -9.767 -22.569
C -7.606 -12.939 -21.772
H -13.093 -5.963 -15.613
H -11.129 -7.032 -16.795
S -16.818 -6.631 -18.876
C -11.163 -6.952 -15.708
C -8.952 -13.236 -21.099
O -3.029 -8.939 -23.826
H -7.720 -7.049 -15.634
O -10.621 -9.388 -14.688
H -13.551 -14.285 -21.692
H -7.632 -5.716 -19.413
C -14.283 -12.596 -25.357
H -3.746 -6.486 -20.093
C -5.169 -10.583 -17.830
H -11.943 -13.651 -26.275
H -7.399 -7.064 -13.858
H -5.074 -6.192 -21.204
H -12.520 -9.695 -20.973
C -5.228 -8.723 -22.307
H -6.902 -13.763 -21.882
H -14.942 -10.006 -21.802
H -8.964 -8.523 -23.626
H -6.729 -6.082 -24.997
H -15.383 -9.942 -19.749
H -8.183 -3.469 -20.480
H -7.614 -6.952 -23.015
C -5.836 -7.966 -15.070
H -12.370 -8.865 -22.449
C -9.746 -12.223 -23.179
C -8.407 -6.467 -23.586
O -7.752 -13.532 -24.337
H -14.248 -7.836 -20.072
H -7.642 -5.111 -16.971
K -8.452 -10.493 -16.303
H -12.228 -12.327 -21.245
H -16.658 -8.085 -20.711
O -6.177 -7.837 -17.417
O -10.391 -8.787 -25.927
H -15.342 -11.070 -23.114
H -6.770 -3.526 -19.455
O -12.881 -8.938 -15.809
H -3.307 -9.081 -14.206
C -4.736 -9.653 -16.702
H -2.372 -7.236 -21.941
H -3.250 -10.834 -15.758
C -9.485 -7.567 -23.689
H -9.651 -9.851 -19.226
H -11.761 -4.850 -15.342
S -7.957 -12.401 -23.444
H -5.958 -11.250 -17.469
S -8.691 -2.418 -18.475
H -11.477 -8.706 -20.092
H -5.353 -10.006 -18.736
C -5.464 -8.950 -13.936
H -3.949 -6.967 -14.593
C -12.096 -5.871 -15.172
C -12.158 -6.196 -13.696
H -14.455 -11.792 -26.079
H -9.055 -9.050 -21.376
C -8.476 -7.030 -26.048
H -10.940 -7.138 -19.475
C -7.853 -3.626 -19.450
C -14.607 -10.331 -22.793
H -4.788 -11.481 -15.403
S -4.068 -7.989 -23.455
H -9.322 -5.147 -19.441
H -8.197 -5.122 -25.165
H -17.857 -8.786 -19.553
H -14.472 -5.974 -18.409
C -3.333 -6.811 -22.233
H -10.929 -12.219 -21.289
H -15.934 -9.631 -18.177
H -10.341 -7.625 -23.020
H -8.719 -5.559 -23.078
H -9.244 -14.277 -21.250
H -4.387 -11.288 -18.130
H -10.137 -13.150 -23.603
C -9.905 -12.209 -21.677
H -10.326 -3.657 -17.144
C -13.197 -12.116 -21.709
H -11.494 -8.504 -18.342
O -11.061 -6.413 -25.613
C -9.238 -3.601 -17.174
C -16.882 -8.324 -19.671
H -11.863 -9.855 -25.108
C -8.789 -8.418 -20.518
H -3.240 -8.158 -16.378
O -9.855 -1.901 -19.158
H -9.245 -5.769 -17.214
C -7.283 -7.603 -14.804
C -14.538 -8.110 -19.055
C -4.715 -8.298 -20.948
C -4.944 -6.728 -14.974
C -12.407 -7.693 -13.504
C -3.490 -8.857 -17.179
O -7.683 -1.525 -17.957
H -14.608 -13.286 -22.700
H -8.953 -3.229 -16.190
C -12.748 -13.661 -23.649
C -12.282 -9.878 -22.027
H -15.058 -7.244 -17.290
H -9.687 -11.219 -21.248
C -8.335 -5.006 -18.985
H -5.221 -8.438 -13.001
C -9.528 -8.750 -19.225
C -4.235 -6.865 -20.986
H -2.608 -9.477 -17.330
H -13.072 -14.593 -24.115
H -3.984 -10.489 -13.471
H -15.073 -12.586 -24.612
H -14.343 -13.433 -26.059
H -11.161 -5.985 -13.284
H -11.795 -11.940 -26.394
C -15.705 -9.114 -19.111
H -11.198 -10.012 -22.089
H -10.158 -11.383 -23.734
C -4.268 -10.524 -15.510
H -7.905 -8.476 -14.582
H -7.105 -8.085 -17.683
H -12.751 -5.538 -13.059
H -11.916 -8.081 -12.616
N -12.620 -11.240 -24.004
C -13.216 -10.905 -22.672
O -8.878 -8.371 -18.064
O -4.808 -7.263 -24.466
H -5.466 -8.460 -20.174
H -13.679 -8.544 -18.550
H -7.762 -8.785 -20.375
*
```

## Properties
- Highest occupied orbital energy: -8.180 eV